A cluster of 16 separate species, C64H91N17O3SSi in total at a distorted geometry. Source: the OMol25 dataset; level of theory: wB97M-V/def2-TZVPD.

Last column: Löwdin charge in e.
CARTESIAN COORDINATES (ANGSTROEM)
C 1.520159 6.404628 0.618126  -0.159
H -0.073793 -1.537539 4.787181  0.046
C 14.196270 -2.188023 1.132104  -0.064
C -3.374110 1.153843 1.565243  -0.160
H 6.066482 -3.890659 3.764279  0.092
H -1.813504 2.104958 -6.833302  0.084
N -6.596561 -0.698104 3.692198  0.148
C 1.352689 2.674375 1.288732  -0.247
C 5.150355 2.294781 -0.660824  -0.106
N 1.974891 -1.231445 3.828278  0.171
N -5.528845 2.841828 -5.708532  0.128
C -1.510630 -7.827400 1.968343  -0.284
H -0.732112 -8.277440 0.069088  0.085
H 1.181599 -6.766664 6.967505  0.086
N -7.242270 -2.145776 -7.563992  0.144
H -1.914856 -6.955013 0.099690  0.070
H 1.182355 7.260809 1.211683  0.114
C -2.730171 0.093272 -1.257900  -0.249
C 5.970662 -1.257625 0.158114  -0.091
H -5.481395 6.950804 1.021064  0.061
H 14.747153 -3.052119 0.766239  0.084
C 1.563630 -1.365229 -0.739595  -0.202
H -1.951917 2.094867 -2.743596  0.065
H -4.296827 -0.713836 5.843415  0.047
H -5.829924 -1.176857 -0.613705  0.031
C -1.252820 3.457752 -1.144146  -0.194
H 4.593203 -3.751878 2.780284  0.097
S 3.031265 4.000665 -0.443562  1.070
H -7.612397 0.703927 -6.797898  0.016
H 4.019520 -1.642878 1.719912  0.086
H -4.251989 -3.549623 3.988940  0.106
H 2.841628 -2.522237 6.582611  0.020
H 6.920653 -6.707404 0.989460  0.084
H -0.218772 2.058289 -2.400972  0.106
C 0.326517 2.667542 2.230054  -0.056
C -0.625420 -0.750698 5.298651  -0.074
H -3.364346 0.740723 -1.881786  0.043
C 5.192008 0.053392 0.073716  -0.139
C -3.908574 -2.172166 2.362174  -0.116
C -5.942869 7.200350 1.974286  -0.081
H 2.278565 -0.877455 6.952561  0.086
H -2.540853 -0.826128 -1.826845  0.065
C -1.662871 -7.930027 0.513700  -0.062
C 1.103816 5.069287 1.204581  -0.260
H -9.240525 -1.783381 -5.148276  0.081
H -2.329386 1.036283 1.902896  0.008
H -10.172944 4.542008 -4.750555  0.082
C 5.493993 -3.219771 3.118513  0.027
C 5.848120 1.106281 -0.546531  -0.025
H 10.538576 -3.036544 1.188177  0.056
H -4.814744 0.971167 5.678352  0.084
C 0.948893 6.564492 -0.830937  -0.197
C -2.062998 -3.945055 1.448643  -0.108
H 6.849870 1.009783 -0.954235  0.118
C 3.204148 1.387670 0.434139  -0.196
H 6.899932 -1.193572 -0.424098  0.125
N 7.273811 -8.073555 -1.836633  0.115
H -2.457283 -8.634519 0.275131  0.083
N -3.036280 0.520145 -4.391933  0.156
H -5.739979 -0.145191 6.697385  0.085
C -9.061395 2.999564 -5.642617  -0.236
H 1.540351 -0.269746 -0.699556  0.086
C -1.504868 -1.339503 6.315444  -0.273
C -5.350604 8.430945 2.509904  -0.286
H -0.895363 3.317926 -0.110556  0.089
H 5.408024 -2.109274 -0.237179  0.120
H 9.109086 -3.129058 0.142669  0.057
C -3.696839 -3.328278 3.078397  -0.082
H 0.488709 -5.348703 6.161182  0.083
H 2.613213 6.496783 0.518048  0.093
N -8.946528 2.173797 -6.435072  0.145
C -2.289406 -2.783503 0.726392  -0.097
Si -3.697890 -0.246139 0.323290  0.596
H -8.322043 -3.264554 -4.817650  0.083
H 2.414979 -0.833892 1.855453  0.054
H -6.056423 0.340260 -7.566044  0.075
H 0.303520 0.437528 -10.093078  0.083
H -1.747099 -2.582964 -0.196996  0.089
C -5.578356 -0.323201 0.037360  -0.169
H -0.650130 2.261996 -5.502798  0.075
C -1.370772 0.848286 -1.044549  -0.218
C 1.732123 3.904659 0.778261  -0.375
H -7.012362 7.338778 1.826858  0.079
N 11.545050 -2.350967 -1.721379  0.120
H 0.679490 4.205775 -1.885454  0.069
H -6.071252 -0.509635 1.004974  0.006
C -5.308490 3.981783 -2.506287  -0.072
H 5.144739 -2.349917 3.694156  0.075
C -8.857041 -2.705101 -5.582721  -0.059
H -1.115377 3.714700 3.364433  0.110
C -0.300766 3.815694 2.649452  -0.078
H -5.977975 0.599523 -0.404252  0.019
H 1.459324 -2.821823 1.291152  0.071
H 0.079419 -0.068016 5.770269  0.075
N 1.870048 1.401285 0.928377  0.109
H -1.346227 -4.697179 1.114644  0.092
H 2.040013 0.758307 -10.256420  0.084
C -0.443521 5.923417 -1.060696  -0.188
C -9.207683 4.052692 -4.635473  -0.056
H -6.369008 -0.194155 -5.907669  0.066
N -2.187352 -1.803239 7.111949  0.128
N 12.512005 -2.931812 2.993135  0.126
N 1.607457 -1.740125 -2.193470  0.019
N 1.307436 1.361772 -7.246267  0.140
H 0.883688 2.102490 -10.285448  0.083
C -5.986524 -0.416215 4.626017  -0.267
H -2.594894 -5.163855 3.159404  0.085
C -5.162435 -0.055892 5.779360  -0.054
C 1.218114 1.260953 -8.389225  -0.247
C -6.541422 0.601965 -6.628148  -0.116
N -1.387303 -7.756965 3.105729  0.125
C 2.224937 -4.970920 7.281105  -0.250
C 6.312069 -2.766185 1.915149  -0.505
H -5.782956 6.379050 2.669523  0.079
H -4.389836 3.602639 -2.951295  0.067
C 0.080486 5.042148 2.127796  -0.049
H 1.906082 0.882626 1.802690  0.111
H 5.660533 3.118188 -1.158830  0.111
C 2.880278 -1.476715 6.270826  -0.040
C 13.256058 -2.604932 2.178314  -0.278
N -5.030885 4.165187 0.091007  0.143
H -9.142998 3.621155 -3.638210  0.081
H -1.219945 -0.202592 4.568941  0.077
H 1.627252 6.175254 -1.601800  0.085
C 10.861146 -2.436887 -0.799398  -0.279
H -2.306836 3.774193 -1.071044  0.094
O 6.341419 -1.458396 1.550460  -0.007
C 9.997473 -2.546257 0.380478  -0.065
H 8.073872 -5.704448 0.094797  0.069
H 0.589238 -1.708678 -0.356751  0.103
C 3.265262 -1.062247 1.191000  -0.082
C -1.294329 1.568819 -6.039662  -0.083
H -8.415839 4.789649 -4.758046  0.082
C -5.988368 1.866982 -6.114217  -0.285
C -5.152915 4.086877 -1.051023  -0.270
C -3.237461 -1.872045 1.175894  -0.241
C -1.218084 2.126557 -1.932772  -0.185
C -2.272509 0.981490 -5.118955  -0.255
O 2.186132 -3.148682 0.749863  -0.054
H -0.686598 0.788018 -6.476184  0.037
C 2.367266 -1.338603 4.904595  -0.232
C 3.893865 0.179990 0.558522  -0.087
C 7.130970 -6.241121 0.029207  -0.084
H 13.651252 -1.737334 0.304099  0.064
H -3.384104 2.117554 1.028086  0.014
C 2.720486 -2.002163 0.061175  -0.314
C -7.952599 -2.391677 -6.693158  -0.270
H -6.122471 3.299952 -2.743472  0.068
C -2.758295 -4.242789 2.602107  -0.096
H 1.660737 -0.867092 -2.711897  0.058
H -9.691318 -3.303041 -5.944115  0.082
H -0.740457 4.667435 -2.814141  0.109
N 3.208136 -4.394695 7.448728  0.130
H 0.833256 7.641147 -1.032096  0.104
H 3.912616 -1.133461 6.312367  0.092
H 14.898728 -1.461438 1.536146  0.081
C 0.974171 -5.703435 7.067861  -0.051
C 7.211073 -7.268493 -1.016846  -0.278
H 6.338035 -5.535922 -0.203400  0.069
H -4.074262 1.174653 2.407794  0.024
H -4.640442 -1.459902 2.747331  0.047
N -4.885462 9.395945 2.929985  0.116
H 9.692283 -1.553938 0.708910  0.086
C -0.362724 4.538841 -1.782696  -0.202
H 0.306701 -5.548677 7.913373  0.086
H -0.003946 1.708206 2.634002  0.106
H -1.076156 5.877567 -0.164232  0.105
H 0.677468 -2.077807 -2.425736  0.053
H -5.529190 4.960605 -2.927778  0.081
H -0.451428 5.926876 2.469741  0.122
C 3.869295 2.429280 -0.190266  -0.416
H -0.973045 6.583779 -1.766844  0.102
C 1.104290 1.131921 -9.845390  -0.058
H -0.571578 0.162270 -1.368487  0.070
O 6.921429 -3.591317 1.285726  0.084
H 3.493297 -2.314154 -0.645607  0.130
H -1.155756 1.089418 0.004764  0.074

Forces on the atoms, in the same order (eV/Å):
0.088 -0.083 -1.154
-0.247 0.122 0.049
-0.141 -0.031 0.168
0.627 -0.041 -0.603
0.044 0.148 -0.285
-0.027 0.009 0.030
0.040 0.143 0.396
-0.861 0.028 0.404
1.112 0.371 -0.611
-0.023 -0.079 0.767
-0.233 -0.209 -0.070
-0.024 -0.060 -0.395
-0.002 0.009 0.015
0.012 0.002 -0.021
-0.295 -0.194 0.291
-0.008 -0.008 0.013
-0.100 -0.417 0.128
0.351 0.462 0.521
0.276 0.729 -0.193
0.016 -0.058 0.030
-0.019 -0.002 -0.006
0.062 0.205 -1.098
0.104 0.173 0.171
-0.036 -0.053 0.007
0.040 0.313 0.093
0.154 -0.263 -0.047
0.320 0.122 -0.171
0.157 -0.362 0.055
0.343 -0.008 -0.018
-0.312 0.296 0.244
0.061 0.156 -0.176
0.062 0.227 -0.076
0.003 0.023 0.003
-0.302 0.097 -0.005
-0.078 -0.659 0.231
-0.393 -0.232 0.242
0.018 -0.390 0.094
1.176 -0.744 -0.469
-0.572 0.736 0.319
0.100 0.226 0.072
-0.012 0.027 -0.002
-0.273 0.224 -0.001
0.018 0.037 0.209
0.625 1.511 -0.143
0.005 0.003 -0.013
-0.391 0.038 0.253
0.001 -0.014 -0.005
-0.248 1.198 0.297
-0.780 0.117 0.151
-0.003 0.032 0.018
-0.039 0.009 -0.022
-0.734 0.446 0.240
0.617 -0.990 -0.253
-0.145 -0.034 0.136
0.417 -1.137 -0.015
-0.310 0.094 0.067
-0.028 0.277 0.282
0.002 0.006 0.013
0.177 0.083 -0.429
0.002 -0.016 -0.008
0.001 -0.112 -0.135
0.225 -0.321 0.403
0.244 0.222 -0.310
0.047 0.128 0.058
-0.211 -0.180 -0.274
0.131 0.070 0.370
-0.028 0.043 0.015
0.258 -0.515 0.058
-0.013 -0.012 -0.026
-0.247 -0.154 0.347
-0.642 0.643 0.383
-0.072 0.170 -0.127
-0.627 0.265 0.260
0.004 0.006 -0.008
0.801 -0.280 -0.456
0.049 -0.043 0.046
0.005 0.002 0.007
-0.008 -0.139 0.142
0.303 -0.370 -0.014
0.046 -0.051 -0.005
0.001 -0.322 -0.854
0.694 -0.592 -0.374
0.006 0.011 0.013
-0.175 -0.005 0.340
-0.317 -0.103 0.232
0.080 0.171 -0.275
0.067 0.004 0.283
0.145 -0.290 -0.064
0.147 0.064 -0.160
0.147 0.217 -0.114
-0.359 -0.097 0.168
0.094 -0.184 0.119
0.010 -0.047 0.048
-0.038 0.005 -0.017
1.014 1.370 0.415
0.026 0.336 -0.135
-0.002 0.000 0.013
0.112 -0.033 -1.117
0.060 -0.128 -0.145
0.170 0.053 0.007
-0.118 -0.068 0.101
0.224 0.116 -0.305
-0.507 0.370 0.488
0.285 -0.015 -0.632
0.003 -0.001 0.011
-0.057 0.017 -0.156
0.139 0.110 -0.272
-0.058 -0.014 -0.072
0.112 0.028 0.130
0.304 0.274 0.135
0.022 0.069 0.161
0.196 0.013 0.074
0.408 -0.923 0.202
0.019 -0.021 -0.040
-0.038 -0.035 -0.043
-0.454 -0.547 0.552
-0.426 -0.316 -0.341
-0.346 0.078 0.169
-0.157 0.019 -0.288
-0.059 -0.029 0.059
-0.064 0.046 -0.356
-0.002 -0.007 -0.009
-0.011 -0.009 -0.026
-0.011 0.057 0.316
0.080 0.014 -0.072
0.350 0.263 0.067
-1.086 -0.599 0.564
0.100 -0.057 -0.213
-0.027 0.023 0.009
0.446 0.093 0.326
-0.298 0.303 -1.680
-0.552 -0.072 0.330
0.021 -0.032 -0.022
0.042 -0.191 -0.038
-0.003 -0.001 0.107
0.103 0.280 -0.124
0.842 -0.187 0.768
-0.164 -0.014 0.022
0.643 -0.409 -0.445
-0.007 -0.052 0.086
0.424 0.003 -0.073
0.125 -0.931 0.585
0.005 -0.313 -0.295
-0.008 -0.042 -0.012
-0.256 -0.197 0.282
-1.472 0.647 1.147
0.066 -0.057 -0.166
0.053 -0.038 -0.036
-0.431 0.169 0.616
0.253 -0.174 -0.128
0.005 0.008 -0.006
0.309 0.049 0.195
-0.438 -0.386 -0.040
0.305 -0.245 0.095
-0.005 0.000 -0.016
-0.008 -0.012 0.019
0.164 0.096 0.054
0.017 -0.122 -0.074
0.028 0.018 0.015
0.180 -0.005 -0.157
0.183 -0.247 -0.226
-0.160 -0.344 -0.151
-0.006 -0.010 0.011
-1.030 0.235 -0.121
0.010 0.021 -0.002
0.118 0.132 -0.115
0.359 -0.055 -0.072
0.210 -0.261 -0.178
0.025 -0.006 -0.009
0.341 0.065 -0.276
-1.354 1.160 0.213
0.025 -0.071 0.363
0.011 0.019 0.227
-0.245 0.160 0.300
0.076 -0.086 -0.377
-0.199 -0.193 0.236
-0.121 0.018 -0.212

Computed properties:
LUMO ... 0.20 eV
Multiplicity ... 1
Net charge ... 0
Electronic energy ... -4337.44700 Eh